A cluster of 5 separate species, C39H38N4O13 in total in a non-equilibrium geometry, computed with the ωB97M-V functional and the def2-TZVPD basis.

XYZ file:
```
94
Properties=species:S:1:pos:R:3:mulliken_charge:R:1
O -5.403 -1.796 8.075 -0.61
O 4.545 0.776 -1.303 -0.57
O 5.026 4.133 -4.522 -0.41
O -1.387 -5.753 1.795 -0.60
O 4.267 1.649 0.642 -0.62
O -3.526 -2.627 7.431 -0.58
O -2.320 0.416 -2.747 -0.54
O -2.679 2.605 -7.160 -0.57
O -2.078 -6.148 -0.202 -0.62
O 0.180 -1.038 6.903 -0.61
O 1.625 4.384 -5.199 -0.23
O -1.258 5.294 -4.267 -0.41
O 0.322 -1.617 4.837 -0.51
N -4.408 -1.791 7.382 1.00
N 0.112 -1.860 6.015 1.05
N 4.218 0.717 -0.133 1.01
N -1.677 -5.401 0.666 1.03
C -1.140 0.506 -4.812 0.92
C -0.568 -3.532 7.687 -0.37
C -1.297 -1.306 -0.283 -0.68
C 2.824 -2.982 1.340 -0.50
C -1.767 -2.195 -1.241 -0.14
C -0.947 -4.826 8.007 -0.49
C -4.256 -0.697 6.409 -0.20
C -0.939 -1.760 0.979 -0.38
C -0.252 5.904 -5.054 -0.48
C -0.271 -3.232 6.372 0.10
C 3.337 -0.662 1.702 -0.53
C 0.543 -1.421 -4.249 -0.14
C -0.336 -4.185 5.373 -0.11
C -2.152 3.166 -4.907 0.53
C 3.699 -1.664 -0.469 -0.28
C -5.077 1.308 5.420 -0.41
C -3.980 1.323 4.568 -0.55
C -1.887 -3.543 -0.934 -0.68
C -1.024 -5.796 7.015 -0.48
C -1.257 1.088 -6.032 -0.54
C 3.859 4.917 -4.431 -0.57
C -3.020 0.323 4.645 -0.32
C 5.022 2.927 -3.771 -0.10
C 3.738 -0.574 0.381 0.07
C 2.876 -1.877 2.180 -0.33
C 0.543 4.937 -5.934 -0.19
C -5.221 0.291 6.350 -0.47
C 2.920 4.753 -5.644 -0.50
C -3.157 -0.696 5.573 0.08
C -1.882 1.102 -3.642 0.47
C -2.285 4.682 -5.015 -1.06
C -1.535 -3.976 0.332 -0.40
C 5.079 1.689 -4.650 -1.14
C -2.093 2.321 -6.135 0.38
C -2.048 2.578 -3.692 -0.72
C -1.057 -3.104 1.292 0.02
C -0.716 -5.473 5.698 -0.55
C 3.237 -2.876 0.018 -0.54
C -0.338 -0.670 -4.541 -0.88
H 2.460 -3.929 1.716 0.45
H -1.210 -0.256 -0.526 0.44
H -0.771 0.680 -6.909 0.53
H -2.037 -1.839 -2.221 0.48
H -1.329 -6.803 7.266 0.39
H 1.335 -2.096 -3.987 0.45
H 5.881 1.787 -5.382 0.30
H -2.251 -4.240 -1.674 0.48
H -0.567 -1.068 1.724 0.66
H -5.822 2.089 5.359 0.38
H 2.902 5.700 -6.192 0.38
H 3.381 0.200 2.350 0.48
H 4.180 2.847 -3.079 0.24
H 4.024 -1.573 -1.495 0.54
H -0.642 6.748 -5.639 0.36
H 4.132 1.502 -5.162 0.23
H 4.187 5.960 -4.388 0.29
H -2.061 3.170 -2.783 0.48
H -0.782 -3.461 2.273 0.36
H 3.200 -3.739 -0.632 0.41
H -3.874 2.117 3.840 0.39
H 3.281 4.733 -3.522 0.36
H -2.164 0.334 3.984 0.43
H -1.190 -5.075 9.030 0.40
H -0.097 -3.934 4.351 0.26
H 2.554 -1.961 3.210 0.39
H 5.300 0.812 -4.037 0.37
H -2.419 -1.478 5.637 0.42
H 3.346 3.994 -6.309 0.35
H -3.267 4.967 -4.633 0.49
H -0.068 4.106 -6.296 -0.03
H -0.513 -2.773 8.453 0.47
H 5.924 2.938 -3.150 0.30
H -6.072 0.272 7.014 0.46
H 0.460 6.331 -4.345 0.30
H -0.775 -6.225 4.923 0.46
H 0.887 5.485 -6.816 0.42
H -2.254 4.965 -6.071 0.39
```

Calculated values
Kohn-Sham gap = 7.846 eV
Total charge = 0
F_max = 0.029 hartree/bohr

=====

A cluster of 2 separate species, C18H13Cl2N3O2 in total in a non-equilibrium geometry, computed with the ωB97M-V functional and the def2-TZVPD basis.

XYZ file:
```
38
Properties=species:S:1:pos:R:3:nbo_charge:R:1
Cl 4.410 -0.863 2.432 0.12
Cl 4.357 2.302 2.377 0.12
O 1.700 -1.992 2.616 -0.42
O 1.602 3.344 2.242 -0.43
N -1.771 0.805 -0.593 -0.66
N -1.762 2.712 2.209 -0.21
N -1.741 -1.411 2.487 -0.20
C 1.454 -0.781 -1.128 -0.26
C 1.333 -3.106 -0.465 -0.22
C 0.421 1.317 2.035 -0.13
C 2.937 1.374 2.283 -0.12
C 2.956 0.014 2.387 -0.11
C 2.090 -1.983 -0.818 -0.22
C -0.755 -0.785 2.392 0.24
C -2.668 1.225 -2.737 -0.42
C -2.911 1.404 -1.227 -0.20
C -0.779 2.077 2.123 0.24
C 1.657 2.122 2.170 0.48
C 0.065 -0.703 -1.048 0.06
C 0.443 -0.035 2.273 -0.09
C 1.704 -0.776 2.453 0.48
C -1.298 0.533 -2.881 -0.40
C -0.692 -1.799 -0.625 -0.25
C -0.673 0.560 -1.453 -0.07
C -0.058 -3.014 -0.351 -0.19
H -1.423 -0.508 -3.204 0.21
H -3.007 2.468 -0.951 0.17
H -3.836 0.906 -0.899 0.19
H -1.667 0.904 0.404 0.38
H 1.833 -4.054 -0.258 0.22
H 2.020 0.108 -1.428 0.21
H -2.658 2.198 -3.235 0.21
H -0.633 1.041 -3.586 0.21
H 0.052 1.395 -1.424 0.15
H -1.772 -1.692 -0.508 0.24
H -3.457 0.609 -3.175 0.21
H -0.652 -3.873 -0.035 0.22
H 3.180 -2.042 -0.854 0.22
```

Calculated values
Kohn-Sham gap = 5.037 eV
Total charge = 0
Relative energy (zero: lowest compared OMol25 entry of this formula, charge and spin) = 0.0 kcal/mol
F_max = 0.062 hartree/bohr

=====

A structure of composition C30H38F3N4O2ReSSi, computed with the ωB97M-V functional and the def2-TZVPD basis.

XYZ file:
```
80
Properties=species:S:1:pos:R:3:mulliken_spin:R:1
Re 0.249 1.255 -0.045 1.13
S -0.099 3.730 0.247 -0.04
Si 0.194 -1.528 0.053 -0.05
F -2.158 5.919 1.308 0.00
F -1.923 6.105 -0.839 0.00
F -3.889 6.226 0.052 0.00
O 4.036 1.481 -1.495 -0.01
O 3.994 2.017 1.291 0.01
N 0.601 1.373 2.058 -0.07
N 0.561 1.599 -2.112 -0.01
N -1.869 1.935 -0.112 0.00
N 2.198 1.394 -0.062 0.02
C -4.226 2.165 -0.369 0.00
C 1.417 1.853 4.649 0.01
C 2.340 1.868 3.615 -0.01
C 1.698 -3.695 1.233 0.00
C 0.082 1.624 4.360 -0.01
C 1.892 1.632 2.333 0.06
C -2.870 4.108 -0.023 0.00
C -2.220 -1.313 1.552 0.04
C -0.368 1.788 -3.054 0.01
C -1.603 -2.135 0.409 -0.03
C -0.294 1.393 3.049 0.03
C 1.385 -2.197 1.442 -0.01
C -0.018 2.001 -4.375 0.00
C 0.534 -3.699 -1.835 0.00
C -4.108 3.546 -0.221 0.00
C 2.286 1.833 -3.740 -0.01
C 1.323 2.013 -4.723 0.01
C 2.742 -1.484 1.540 -0.01
C 1.864 1.641 -2.443 0.02
C 0.757 -2.098 2.844 0.00
C -2.449 -1.933 -0.859 0.01
C -1.776 -3.609 0.813 0.00
C 2.855 1.499 -1.310 0.00
C -3.090 1.397 -0.311 0.00
C -1.746 3.270 0.030 0.01
C 2.336 -1.996 -1.834 -0.03
C 2.848 1.705 1.161 0.01
C -2.708 5.602 0.127 0.00
C 0.204 -1.526 -2.924 0.04
C 0.819 -2.188 -1.680 -0.04
H 0.811 -4.315 1.123 0.00
H -0.794 2.147 -5.112 0.00
H 0.441 -1.089 3.102 0.00
H -0.883 -1.525 -2.933 -0.01
H 2.348 -3.876 0.381 0.00
H 2.649 -0.518 2.025 0.00
H 1.618 2.172 -5.751 0.00
H 0.532 -2.087 -3.804 0.00
H -0.525 -3.908 -1.966 0.00
H -5.186 1.695 -0.525 0.00
H 3.257 -1.342 0.595 0.00
H -1.398 1.748 -2.729 0.00
H -2.259 -0.983 -1.358 0.00
H 2.231 -4.052 2.118 0.00
H -1.760 -1.531 2.514 0.00
H 3.400 -2.073 2.186 0.00
H -3.515 -1.981 -0.611 0.00
H 3.346 1.847 -3.945 0.00
H -3.286 -1.548 1.643 0.00
H -1.318 -3.835 1.774 0.00
H 1.734 2.031 5.667 0.00
H -2.265 -2.707 -1.599 0.00
H 2.651 -0.958 -1.706 0.01
H 3.391 2.067 3.768 0.00
H 1.507 -2.401 3.580 0.00
H 1.036 -4.046 -2.744 0.00
H -0.095 -2.762 2.974 0.00
H 2.920 -2.601 -1.146 0.00
H 2.627 -2.295 -2.846 0.00
H -2.844 -3.825 0.914 0.00
H -1.377 -4.305 0.077 0.00
H -2.135 -0.239 1.395 -0.02
H -0.672 1.625 5.133 0.00
H -4.983 4.180 -0.264 0.00
H 0.900 -4.312 -1.016 0.00
H -1.323 1.214 2.772 0.00
H -3.135 0.328 -0.415 -0.01
H 0.555 -0.507 -3.070 -0.02
```

Calculated values
Kohn-Sham gap (alpha / beta) = 6.382 / 6.534 eV
Total charge = +1
Spin multiplicity = 2
F_max = 0.013 hartree/bohr

=====

A cluster of 3 separate species, C26H48NO8 in total in a non-equilibrium geometry, computed with the ωB97M-V functional and the def2-TZVPD basis.

XYZ file:
```
83
Properties=species:S:1:pos:R:3:mulliken_charge:R:1
O 3.391 -1.123 -1.891 -0.26
O -1.431 2.802 -1.807 -0.54
O 6.184 -1.983 -2.797 -0.29
O -1.868 3.165 0.424 -0.35
O 2.535 -1.948 5.346 -0.29
O 3.735 -3.034 -4.240 -0.29
O 2.955 -0.066 2.987 -0.47
O 0.461 -1.837 3.117 -0.33
N -5.881 0.531 -0.577 0.17
C 3.007 -4.247 -4.178 -0.83
C 5.701 -1.983 -1.465 -0.65
C 2.891 -0.573 5.431 -0.53
C -4.178 0.215 1.140 -0.30
C -2.485 4.430 0.080 -0.55
C 1.321 -1.676 1.998 0.29
C -6.196 0.830 -2.017 -0.98
C -4.553 4.397 -1.594 -0.86
C -1.254 2.556 -0.635 0.53
C -4.045 4.185 -0.114 -0.19
C 2.748 -1.355 2.417 -0.22
C 2.914 -1.874 -4.226 -0.59
C -4.797 3.043 -2.380 -0.18
C -0.765 -1.156 2.999 -0.88
C -4.561 0.453 -0.239 -0.10
C -0.277 1.399 -0.248 0.26
C -6.928 0.404 0.293 0.07
C -6.645 0.160 1.701 -0.65
C 4.196 -2.197 -1.408 -0.12
C -5.252 0.083 2.118 -0.33
C 2.348 0.214 4.245 -0.25
C 3.468 -0.814 -3.281 -0.24
C -6.222 2.427 -2.129 -0.52
C 3.602 -2.831 5.645 -0.83
C 1.025 1.338 -0.642 -0.73
C 7.079 -0.926 -3.088 -0.83
H 3.690 -2.960 6.727 0.30
H 3.367 -3.797 5.195 0.24
H -1.173 -1.023 4.004 0.36
H -7.162 0.361 -2.318 0.39
H 4.481 -0.521 -3.557 0.08
H 2.854 0.083 -3.409 0.34
H -2.012 4.969 -0.774 0.34
H 3.152 -2.130 3.072 0.18
H -1.468 -1.748 2.403 0.40
H -3.953 2.363 -2.103 -0.07
H 1.356 1.591 -1.683 0.25
H 6.200 -2.797 -0.929 0.44
H 1.262 0.138 4.177 -0.03
H -6.549 2.787 -1.109 0.33
H -3.787 4.990 -2.167 0.42
H 4.548 -2.480 5.225 0.40
H -4.550 4.957 0.531 0.44
H -7.971 0.498 -0.085 0.37
H 7.091 -0.787 -4.170 0.24
H -3.093 0.182 1.366 0.30
H 1.315 -2.616 1.436 0.44
H -7.005 2.737 -2.862 0.43
H 3.920 -2.312 -0.356 0.24
H 3.685 -5.020 -3.813 0.24
H 2.915 -1.469 -5.244 0.41
H 0.959 -0.889 1.324 -0.43
H -3.767 0.584 -1.005 0.47
H 1.884 -2.114 -3.946 0.33
H -5.519 4.971 -1.538 0.35
H 3.366 -1.372 1.516 0.20
H -0.725 0.577 0.372 -0.11
H -4.258 3.176 0.319 0.00
H 3.911 -3.133 -1.894 0.10
H 5.952 -1.048 -0.948 0.35
H -4.983 -0.089 3.184 0.42
H 3.975 -0.442 5.494 0.34
H 8.086 -1.181 -2.751 0.31
H -5.392 0.383 -2.648 0.42
H -4.696 3.228 -3.485 0.42
H 2.560 1.270 4.436 0.45
H 2.165 -4.178 -3.485 0.38
H -2.345 5.093 0.980 0.34
H -7.525 0.045 2.367 0.39
H 2.659 -4.528 -5.176 0.30
H 1.806 0.967 0.067 0.32
H 2.436 -0.181 6.348 0.40
H -0.634 -0.161 2.557 0.29
H 6.754 0.015 -2.632 0.38
```

Calculated values
Kohn-Sham gap = 6.282 eV
Total charge = +1
F_max = 0.055 hartree/bohr

=====

A structure of composition C18H15BrClO4PtSi in a non-equilibrium geometry, computed with the ωB97M-V functional and the def2-TZVPD basis.

XYZ file:
```
41
Properties=species:S:1:pos:R:3:nbo_charge:R:1
Pt 1.798 -0.406 1.440 0.76
Br 4.087 0.067 1.054 -0.26
Cl 0.822 -1.831 3.568 2.51
Si -0.104 -0.083 0.063 1.81
O 0.391 -1.246 4.759 -0.68
O 2.239 -1.358 3.222 -0.77
O 0.739 -3.223 3.509 -0.69
O 0.067 -1.218 2.380 -0.84
C 3.384 2.645 -1.180 -0.05
C -0.349 -1.564 -0.993 -0.54
C -2.465 0.326 1.619 -0.18
C -3.833 2.289 1.398 -0.14
C -1.028 -1.341 -2.198 -0.21
C -2.988 2.778 0.411 -0.21
C 2.640 2.998 -0.059 -0.26
C -1.601 0.804 0.628 -0.54
C -0.029 -3.871 -1.629 -0.20
C 1.635 2.157 0.369 -0.01
C -1.874 2.044 0.035 -0.20
C 0.143 -2.840 -0.719 -0.19
C -1.190 -2.370 -3.111 -0.19
C 2.157 0.616 -1.476 -0.09
C -0.693 -3.634 -2.825 -0.17
C 3.134 1.477 -1.903 -0.22
C 1.347 0.961 -0.353 -0.72
C -3.569 1.066 2.002 -0.20
H -4.705 2.859 1.690 0.23
H -3.192 3.731 -0.058 0.23
H -1.714 -2.189 -4.040 0.23
H 0.356 -4.857 -1.407 0.23
H -1.448 -0.365 -2.422 0.22
H -0.835 -4.440 -3.532 0.23
H -1.222 2.440 -0.737 0.21
H -2.285 -0.631 2.089 0.23
H 3.727 1.246 -2.777 0.25
H 1.028 2.418 1.228 0.23
H 2.855 3.913 0.473 0.25
H 1.954 -0.306 -2.009 0.25
H -4.230 0.689 2.770 0.23
H 4.194 3.291 -1.497 0.24
H 0.659 -3.042 0.213 0.22
```

Calculated values
Kohn-Sham gap = 7.225 eV
Total charge = +1
F_max = 0.030 hartree/bohr

=====

A structure of composition C27H47IrN2O5SSi4Te, computed with the ωB97M-V functional and the def2-TZVPD basis.

XYZ file:
```
88
Properties=species:S:1:pos:R:3:mulliken_charge:R:1
Ir 1.926 0.823 0.633 2.68
Te 1.142 -0.501 -1.510 -0.62
S -0.192 2.781 -0.493 0.37
Si 0.286 -4.204 -0.119 0.57
Si -0.613 -2.102 -0.670 0.31
Si -2.100 -1.453 1.026 0.30
Si -1.864 -2.384 -2.642 0.41
O 4.200 2.148 3.816 -0.73
O 2.593 2.178 -0.711 -0.84
O 2.416 1.594 2.577 -0.98
O 4.306 2.471 -2.109 -0.71
O 1.826 -1.000 1.914 -0.60
N 0.007 1.662 0.652 -0.69
N 3.951 0.399 0.729 -0.30
C 3.688 1.783 2.781 0.57
C 4.544 1.500 1.546 -0.69
C 1.863 5.534 1.643 -0.81
C -0.789 -3.234 -3.930 -1.07
C -0.963 -5.566 -0.484 -1.15
C 0.479 4.329 0.114 0.67
C -4.015 3.068 -1.628 -0.61
C 0.709 -4.340 1.712 -0.78
C 0.776 6.683 -0.171 -0.63
C 4.214 -0.906 1.390 -1.12
C 3.752 1.844 -1.240 0.37
C -2.396 -0.715 -3.321 -0.84
C -3.126 -2.988 1.415 -1.12
C -3.291 -0.133 0.425 -0.40
C -1.282 -0.903 2.624 -0.63
C 0.217 5.491 -0.598 -0.54
C -1.923 3.184 -0.473 0.29
C -2.542 3.730 0.644 -0.35
C 4.401 0.560 -0.671 -0.64
C -3.911 3.933 0.620 -0.84
C -2.643 2.852 -1.610 0.00
C 2.957 -1.753 1.420 -0.34
C -3.424 -3.403 -2.364 -1.10
C -4.644 3.601 -0.515 -0.43
C 1.598 6.705 0.950 -0.49
C 1.815 -4.557 -1.154 -1.12
C 1.305 4.331 1.225 -0.42
H 1.273 -5.257 1.906 0.41
H -3.947 -0.531 -0.352 0.34
H -2.043 -0.552 3.327 0.47
H -3.077 -0.212 -2.630 0.07
H -2.137 2.413 -2.459 0.38
H 1.291 -3.492 2.074 -0.09
H -0.749 -1.734 3.090 0.26
H 2.041 -0.567 2.760 0.32
H -2.911 -0.842 -4.278 0.49
H -2.757 0.725 0.013 -0.40
H 2.039 7.637 1.277 0.39
H 2.624 -3.851 -0.965 0.29
H -4.162 -2.831 -1.796 0.30
H -5.715 3.762 -0.527 0.41
H -1.529 -0.070 -3.477 0.24
H -0.569 -0.096 2.458 -0.25
H -3.920 0.219 1.248 0.46
H 5.487 0.648 -0.740 0.43
H -2.535 -3.763 1.905 0.23
H 5.572 1.262 1.821 0.43
H -1.960 3.998 1.518 0.45
H 2.513 5.545 2.508 0.51
H -3.229 -4.331 -1.825 0.30
H 1.579 -4.493 -2.218 0.27
H -3.949 -2.725 2.086 0.42
H -1.899 -5.408 0.057 0.31
H 0.138 -2.679 -4.089 0.31
H 4.059 -0.295 -1.255 0.43
H 5.032 -1.439 0.900 0.48
H -0.557 -6.531 -0.170 0.42
H -1.195 -5.632 -1.549 0.24
H 0.576 7.595 -0.717 0.39
H -0.421 5.468 -1.474 0.42
H -0.524 -4.248 -3.624 0.24
H 2.664 -2.052 0.416 -0.21
H -0.204 -4.384 2.308 0.29
H 3.105 -2.643 2.036 0.75
H -4.408 4.353 1.484 0.43
H -1.314 -3.298 -4.887 0.41
H -4.588 2.809 -2.508 0.43
H 2.186 -5.565 -0.947 0.38
H -3.875 -3.663 -3.325 0.42
H 4.529 -0.693 2.414 0.44
H 1.538 3.413 1.749 0.24
H -3.562 -3.417 0.510 0.23
H 4.546 2.409 0.945 0.48
H -0.306 1.997 1.561 0.40
```

Calculated values
Kohn-Sham gap = 7.288 eV
Total charge = 0
Relative energy (zero: lowest compared OMol25 entry of this formula, charge and spin) = 0.0 kcal/mol
F_max = 0.013 hartree/bohr